one.
Here is a 16-piece molecular cluster, H34NO15 overall from the Open Molecules 2025 dataset. Energies are from the ωB97M-V functional and the def2-TZVPD basis.

Element x y z (Å)
N (-0.211, 0.051, 0.056)
H (-0.117, -0.122, -0.914)
H (0.500, -0.325, 0.652)
H (-1.081, -0.305, 0.357)
H (-0.180, 1.015, 0.279)
O (0.593, -2.231, -3.045)
H (-0.091, -2.826, -3.369)
H (0.517, -2.631, -2.162)
O (-1.193, -0.105, 2.882)
H (-1.749, -0.565, 3.543)
H (-1.498, 0.792, 2.817)
O (0.957, 3.271, -0.742)
H (1.466, 2.648, -1.199)
H (1.291, 4.102, -1.128)
O (-0.516, 0.176, -3.473)
H (-0.119, -0.698, -3.391)
H (-0.219, 0.596, -4.263)
O (-1.780, 2.278, -1.899)
H (-0.929, 2.675, -2.162)
H (-1.883, 1.437, -2.323)
O (-1.129, 4.785, 0.269)
H (-1.034, 3.831, 0.237)
H (-1.927, 5.082, 0.784)
O (-2.623, -0.952, -1.445)
H (-2.813, -1.832, -1.647)
H (-3.205, -0.734, -0.692)
O (0.382, -3.078, -0.630)
H (0.954, -3.546, -0.012)
H (-0.298, -2.896, 0.020)
O (-1.622, 2.377, 1.647)
H (-0.847, 2.917, 1.854)
H (-2.400, 2.943, 1.825)
O (1.629, 1.498, 1.960)
H (1.174, 2.140, 2.479)
H (2.566, 1.580, 2.205)
O (2.876, -1.707, 1.814)
H (2.060, -1.833, 2.307)
H (3.072, -2.620, 1.583)
O (-1.756, -2.515, 0.923)
H (-1.500, -3.048, 1.731)
H (-2.686, -2.364, 0.905)
O (0.701, -2.086, 3.233)
H (-0.094, -1.565, 3.312)
H (0.755, -2.640, 4.050)
O (2.881, -1.229, -0.846)
H (2.853, -1.367, 0.080)
H (3.003, -2.055, -1.257)
O (1.765, 0.890, -2.294)
H (2.144, 0.162, -1.800)
H (1.358, 0.633, -3.110)

## Properties
E_HOMO, eV: -13.1130
HOMO-LUMO gap, eV: 9.84
Lowest unoccupied orbital energy, eV: -3.3
Multiplicity: 1
Charge: +1

two.
Here is a 16-piece molecular cluster, H34NO15 overall from the Open Molecules 2025 dataset. Energies are from the ωB97M-V functional and the def2-TZVPD basis.

Element x y z (Å)
N (0.139, 0.243, 0.067)
H (-0.215, -0.481, 0.641)
H (0.243, -0.131, -0.847)
H (1.000, 0.596, 0.543)
H (-0.534, 0.991, -0.020)
O (-2.593, 2.056, -1.389)
H (-3.154, 2.791, -1.494)
H (-3.236, 1.310, -1.211)
O (-0.436, -3.285, 1.112)
H (-0.498, -4.157, 1.537)
H (0.233, -2.933, 1.729)
O (-0.507, 3.012, -2.862)
H (-0.455, 2.708, -3.744)
H (-1.205, 2.504, -2.469)
O (-2.122, -2.751, -1.139)
H (-2.399, -3.615, -1.466)
H (-1.588, -2.773, -0.309)
O (0.518, -3.172, -1.759)
H (0.471, -3.331, -2.687)
H (-0.389, -2.902, -1.675)
O (3.925, 1.978, 1.518)
H (3.926, 2.787, 1.965)
H (3.525, 2.176, 0.649)
O (1.637, 1.636, -2.076)
H (1.697, 0.685, -2.229)
H (0.933, 2.096, -2.530)
O (-3.062, -0.701, 0.618)
H (-2.648, -0.163, 1.266)
H (-3.018, -1.634, 0.891)
O (-1.700, -0.468, -2.878)
H (-2.359, -0.092, -3.408)
H (-2.059, -1.066, -2.214)
O (1.640, 1.154, 2.861)
H (1.147, 1.952, 3.066)
H (2.440, 1.439, 2.391)
O (-1.504, 1.201, 2.364)
H (-1.086, 1.721, 3.081)
H (-1.280, 0.331, 2.701)
O (-0.353, -1.226, 3.334)
H (0.591, -1.257, 3.427)
H (-0.606, -1.074, 4.239)
O (2.243, -1.629, 1.103)
H (2.483, -1.271, 1.928)
H (2.951, -2.140, 0.729)
O (0.907, 3.119, 0.828)
H (0.006, 3.424, 1.056)
H (1.519, 3.670, 1.327)
O (1.912, -0.906, -2.720)
H (1.451, -0.760, -3.533)
H (1.479, -1.686, -2.301)

## Properties
E_HOMO, eV: -12.7555
HOMO-LUMO gap, eV: 9.94
Lowest unoccupied orbital energy, eV: -2.8
Multiplicity: 1
Charge: +1

Computed relative energies in units of kJ/mol: one 19.3; two 0.0

one.
Here is a 2-piece molecular cluster, C7H12N overall from the Open Molecules 2025 dataset. Energies are from the ωB97M-V functional and the def2-TZVPD basis.

Element x y z (Å)
C (1.333, 2.484, 0.976)
C (0.257, 1.545, 1.409)
C (1.512, 0.738, -0.397)
C (0.270, 0.483, 0.514)
C (-0.916, -2.393, 0.493)
C (-1.932, -0.713, -1.141)
C (-0.770, -1.338, -0.540)
N (2.152, 1.979, 0.082)
H (1.546, 3.524, 1.258)
H (2.123, -0.186, -0.580)
H (1.142, 1.099, -1.377)
H (0.281, -1.360, -1.086)
H (-1.866, -2.949, 0.173)
H (-0.085, -3.125, 0.523)
H (-1.138, -2.026, 1.617)
H (-2.818, -0.763, -0.355)
H (-1.898, -1.504, -1.917)
H (-1.683, 0.343, -1.483)
H (3.057, 2.396, -0.194)
H (-0.566, 1.764, 2.026)

## Properties
E_HOMO, eV: -13.2109
HOMO-LUMO gap, eV: 9.29
Lowest unoccupied orbital energy, eV: -3.9
Multiplicity: 1
Charge: +1

two.
Here is a 2-piece molecular cluster, C7H12N overall from the Open Molecules 2025 dataset. Energies are from the ωB97M-V functional and the def2-TZVPD basis.

Element x y z (Å)
C (0.081, -0.146, 0.553)
C (-2.624, -1.182, 0.528)
C (-2.122, -0.098, 0.053)
C (1.351, -0.931, 0.530)
C (-2.316, 1.141, -0.641)
C (1.834, -1.593, -0.727)
C (1.860, 1.736, 0.480)
N (1.151, 0.522, 0.525)
H (-3.683, -1.373, 0.386)
H (-2.096, -1.949, 1.065)
H (1.714, -1.355, 1.460)
H (-2.057, 1.997, -0.017)
H (-3.382, 1.213, -0.884)
H (-1.751, 1.181, -1.572)
H (1.413, -1.114, -1.611)
H (1.536, -2.640, -0.728)
H (2.922, -1.555, -0.789)
H (2.708, 1.681, 1.167)
H (1.212, 2.572, 0.753)
H (2.250, 1.895, -0.529)

## Properties
E_HOMO, eV: -14.1874
HOMO-LUMO gap, eV: 9.91
Lowest unoccupied orbital energy, eV: -4.3
Multiplicity: 1
Charge: +1

Computed relative energies in units of kJ/mol: one 0.0; two 28.6

one.
Here is an isolated ion of composition C7H12N and charge +1 from the Open Molecules 2025 dataset. Energies are from the ωB97M-V functional and the def2-TZVPD basis.

Element x y z (Å)
C (-1.181, -1.214, 0.142)
C (0.067, 0.815, 1.486)
C (0.138, -0.603, 2.021)
C (0.485, 0.663, 0.021)
C (-0.083, -0.597, -0.502)
C (-0.268, 1.622, -0.941)
C (0.438, -1.188, -1.770)
N (-0.806, -1.338, 1.338)
H (-2.025, -1.813, -0.188)
H (-0.943, 1.180, 1.456)
H (0.915, 1.471, 1.885)
H (1.236, -0.917, 1.989)
H (-0.226, -0.577, 3.069)
H (1.621, 0.621, -0.192)
H (-0.388, 1.463, -2.033)
H (0.237, 2.577, -0.735)
H (-1.240, 1.814, -0.469)
H (1.268, -1.940, -1.826)
H (1.014, -0.414, -2.380)
H (-0.259, -1.624, -2.370)

## Properties
E_HOMO, eV: -14.3809
HOMO-LUMO gap, eV: 8.43
Lowest unoccupied orbital energy, eV: -6.0
Multiplicity: 1
Charge: +1

two.
Here is an isolated ion of composition C7H12N and charge +1 from the Open Molecules 2025 dataset. Energies are from the ωB97M-V functional and the def2-TZVPD basis.

Element x y z (Å)
C (-2.613, -0.588, 0.301)
C (-1.315, -1.190, 0.189)
C (-1.091, 0.991, -0.314)
C (-2.747, 0.743, 0.138)
C (-0.266, -0.386, -0.260)
C (1.896, 0.323, -1.221)
C (1.690, -0.225, 1.221)
N (1.192, -0.474, -0.126)
H (-3.541, -1.269, 0.409)
H (-1.121, -2.255, 0.570)
H (-1.038, 1.434, -1.255)
H (-0.450, 1.681, 0.271)
H (-3.449, 1.561, 0.106)
H (2.922, 0.245, -0.921)
H (1.465, 0.008, -2.219)
H (1.605, 1.337, -1.080)
H (1.916, 0.791, 1.336)
H (0.945, -0.561, 1.904)
H (2.659, -0.787, 1.392)
H (1.342, -1.378, -0.442)

## Properties
E_HOMO, eV: -13.0956
HOMO-LUMO gap, eV: 9.54
Lowest unoccupied orbital energy, eV: -3.6
Multiplicity: 1
Charge: +1
SMILES: C[NH+](C)C1=CC=CC1

Computed relative energies in units of kJ/mol: one 0.0; two 5.7

one.
Here is one molecule with the formula C4H7I from the Open Molecules 2025 dataset. Energies are from the ωB97M-V functional and the def2-TZVPD basis.

Element x y z (Å)
C (-0.196, 0.070, -0.485)
C (-0.230, 0.116, 0.837)
C (-0.777, 0.974, -1.499)
C (0.447, -0.928, 1.719)
I (-1.339, 1.470, 1.966)
H (0.492, -0.729, -0.752)
H (-1.536, 0.544, -2.077)
H (-1.274, 1.791, -1.193)
H (-0.066, 1.415, -2.129)
H (1.451, -0.743, 1.801)
H (-0.028, -0.799, 2.636)
H (0.279, -1.898, 1.362)

## Properties
E_HOMO, eV: -8.8332
HOMO-LUMO gap, eV: 9.58
Lowest unoccupied orbital energy, eV: 0.7
Multiplicity: 1
SMILES: C/C=C(/C)I

two.
Here is C4H7I as an isolated structure from the Open Molecules 2025 dataset. Energies are from the ωB97M-V functional and the def2-TZVPD basis.

Element x y z (Å)
C (0.302, -1.215, 0.139)
C (0.060, 0.223, 0.428)
C (1.102, -0.197, -0.567)
C (-1.273, 0.797, 0.060)
I (3.183, 0.061, -0.165)
H (0.829, -1.887, 0.954)
H (-0.452, -1.953, -0.392)
H (0.407, 0.748, 1.391)
H (0.829, 0.267, -1.842)
H (-1.664, 0.884, -1.019)
H (-1.241, 1.932, 0.329)
H (-2.082, 0.339, 0.685)

## Properties
E_HOMO, eV: -9.2702
HOMO-LUMO gap, eV: 9.76
Lowest unoccupied orbital energy, eV: 0.5
Multiplicity: 1

Computed relative energies in units of kJ/mol: one 0.0; two 135.9

one.
Here is a 2-piece molecular cluster, C4H2N2O overall from the Open Molecules 2025 dataset. Energies are from the ωB97M-V functional and the def2-TZVPD basis.

Element x y z (Å)
C (2.298, 0.856, -0.336)
C (-1.178, -1.187, 0.732)
C (1.359, 1.395, 0.386)
C (-1.710, -0.591, -0.542)
N (3.350, 0.432, -0.749)
N (-0.783, -1.594, 1.718)
O (-2.811, -0.783, -0.860)
H (0.344, 1.443, 0.574)
H (-0.869, 0.029, -0.922)

## Properties
E_HOMO (spin up / spin down), eV: -10.1731 / -10.1821
HOMO-LUMO gap (spin up / spin down), eV: 7.74 / 7.73
Lowest unoccupied orbital energy (spin up / spin down), eV: -2.4 / -2.4
Multiplicity: 1

two.
Here is one molecule with the formula C4H2N2O from the Open Molecules 2025 dataset. Energies are from the ωB97M-V functional and the def2-TZVPD basis.

Element x y z (Å)
C (0.703, -0.121, 0.218)
C (-0.622, -0.747, 0.216)
C (-1.627, -1.298, -0.379)
C (1.924, -0.614, 0.128)
H (-0.627, 2.722, -0.047)
H (-2.650, -1.655, -0.826)
N (0.609, 1.248, 0.324)
N (2.939, -1.201, 0.202)
O (-0.650, 1.664, 0.164)

## Properties
E_HOMO, eV: -9.6028
HOMO-LUMO gap, eV: 8.79
Lowest unoccupied orbital energy, eV: -0.8
Multiplicity: 1
SMILES: C#C/C(C#N)=N\O

Computed relative energies in units of kJ/mol: one 6.9; two 0.0

one.
Here is one molecule with the formula C2H6N2OS from the Open Molecules 2025 dataset. Energies are from the ωB97M-V functional and the def2-TZVPD basis.

Element x y z (Å)
C (0.193, -1.182, -1.030)
C (-0.162, 1.171, -0.486)
H (1.041, -0.833, -0.434)
H (-0.388, -2.091, -0.704)
H (0.709, -1.443, -2.130)
H (0.648, 1.836, 1.342)
H (-1.325, 0.258, 1.728)
H (-0.070, -1.104, 1.537)
N (0.341, 0.948, 0.836)
N (-0.149, -0.006, 1.723)
O (-0.657, -0.050, -1.018)
S (-0.181, 2.496, -1.364)

## Properties
E_HOMO, eV: -8.9002
HOMO-LUMO gap, eV: 9.42
Lowest unoccupied orbital energy, eV: 0.5
Multiplicity: 1
SMILES: COC(=S)NN

two.
Here is one molecule with the formula C2H6N2OS from the Open Molecules 2025 dataset. Energies are from the ωB97M-V functional and the def2-TZVPD basis.

Element x y z (Å)
C (0.404, -0.015, 1.546)
C (0.092, 1.141, -0.591)
N (-0.076, -1.283, -0.629)
N (-0.393, 0.159, 0.356)
O (-1.186, -2.228, -2.546)
S (-1.347, -1.392, -1.396)
H (0.243, 0.752, 2.252)
H (0.077, -0.857, 2.152)
H (1.565, -0.074, 1.290)
H (0.952, 0.602, -1.048)
H (-0.608, 1.236, -1.365)
H (0.278, 1.958, -0.022)

## Properties
E_HOMO, eV: -9.7365
HOMO-LUMO gap, eV: 9.46
Lowest unoccupied orbital energy, eV: -0.3
Multiplicity: 1

Computed relative energies in units of kJ/mol: one 0.0; two 65.8

one.
Here is one molecule with the formula C2H6N2OS from the Open Molecules 2025 dataset. Energies are from the ωB97M-V functional and the def2-TZVPD basis.

Element x y z (Å)
C (1.234, 1.779, 0.120)
C (-0.005, -0.191, -0.083)
H (1.578, 1.600, 1.085)
H (2.059, 1.439, -0.494)
H (0.917, 2.780, -0.085)
H (-1.435, -1.674, 0.125)
H (-2.407, 0.452, 1.068)
H (-2.573, 0.868, -0.482)
N (-1.291, -0.675, -0.193)
N (-2.485, 0.078, 0.152)
O (0.034, 1.103, -0.237)
S (1.290, -1.227, 0.047)

## Properties
E_HOMO, eV: -8.6736
HOMO-LUMO gap, eV: 9.36
Lowest unoccupied orbital energy, eV: 0.7
Multiplicity: 1
SMILES: COC(=S)NN

two.
Here is one molecule with the formula C2H6N2OS from the Open Molecules 2025 dataset. Energies are from the ωB97M-V functional and the def2-TZVPD basis.

Element x y z (Å)
C (2.530, -0.724, 0.017)
C (-0.154, 1.399, 0.110)
H (2.638, -1.704, -0.426)
H (2.734, -0.750, 1.084)
H (3.267, -0.021, -0.475)
H (-0.310, 2.458, 0.389)
H (-2.061, 1.319, -0.516)
H (-1.231, -1.537, -0.833)
N (1.046, 0.982, 0.210)
N (-1.265, 0.735, -0.367)
O (1.201, -0.313, -0.227)
S (-1.711, -0.833, 0.183)

## Properties
E_HOMO, eV: -8.6908
HOMO-LUMO gap, eV: 9.48
Lowest unoccupied orbital energy, eV: 0.8
Multiplicity: 1
SMILES: CO/N=C\NS

three.
Here is a 2-piece molecular cluster, C2H6N2OS overall from the Open Molecules 2025 dataset. Energies are from the ωB97M-V functional and the def2-TZVPD basis.

Element x y z (Å)
C (-2.585, 0.526, 0.692)
C (2.492, -1.598, -0.144)
N (-1.667, 0.814, -0.189)
N (1.646, -0.663, -0.377)
O (-1.365, 1.871, -0.614)
S (1.930, 0.904, 0.093)
H (-2.782, -0.468, 1.002)
H (-3.245, 1.186, 1.187)
H (2.291, -2.548, -0.530)
H (3.523, -1.422, 0.408)
H (-1.230, 0.050, -0.766)
H (0.992, 1.346, -0.762)

## Properties
E_HOMO, eV: -8.9250
HOMO-LUMO gap, eV: 9.84
Lowest unoccupied orbital energy, eV: 0.9
Multiplicity: 1
SMILES: C=[NH+][O-].C=NS

Computed relative energies in units of kJ/mol: one 0.0; two 127.7; three 294.1